[1]
The following is a quantum chemistry calculation of one molecule with the formula C11H11NO2, from OMol25.

The geometry in ORCA input format:
```
! wB97M-V def2-TZVPD RIJCOSX def2/J DEFGRID3
* xyz 0 1
C 0.508 3.157 -1.415
C -0.475 3.115 -0.493
C 0.969 1.988 -1.983
C -1.058 1.908 -0.074
C 0.452 0.766 -1.573
C -0.620 0.655 -0.687
C -0.062 -2.785 0.551
C -0.530 -1.931 -0.338
C -0.021 -2.301 2.037
C -1.022 -0.655 -0.186
C 0.351 -0.925 1.924
N -0.232 0.113 2.567
O 0.259 1.232 2.562
O -1.294 -0.149 3.161
H 0.857 4.105 -1.864
H -0.733 4.069 0.017
H 1.563 2.165 -2.879
H -1.413 1.923 0.967
H 0.841 -0.060 -2.215
H 0.412 -3.752 0.399
H -0.340 -2.281 -1.375
H -1.040 -2.486 2.408
H 0.725 -2.758 2.641
H -2.063 -0.640 0.046
H 1.235 -0.684 1.315
*
```

HOMO-LUMO gap (alpha / beta)   6.4018 / 7.6468 eV
Highest occupied orbital energy (alpha / beta)   -7.9 / -8.7 eV
Energy relative to the best compared isomer or geometry (same formula, charge and spin)   198.7 kcal per mole

=====

[2]
The following is a quantum chemistry calculation of Cl2CuFHfI as an isolated structure, from OMol25.

The geometry in ORCA input format:
```
! wB97M-V def2-TZVPD RIJCOSX def2/J DEFGRID3
* xyz 2 2
Hf -0.661 0.512 0.810
Cu -1.095 1.697 3.074
I 1.382 -0.390 3.448
Cl 0.726 -1.292 -1.799
Cl 0.555 -0.875 -4.188
F -0.907 0.347 -1.345
*
```

Expectation value of S²   0.830
HOMO-LUMO gap (alpha / beta)   5.3185 / 4.4962 eV
Highest occupied orbital energy (alpha / beta)   -17.5 / -17.4 eV

=====

[3]
The following is a quantum chemistry calculation of a 2-piece molecular cluster, C7H11NO3S overall, from OMol25.

The geometry in ORCA input format:
```
! wB97M-V def2-TZVPD RIJCOSX def2/J DEFGRID3
* xyz 0 1
C 0.154 1.629 2.711
C 1.217 0.808 1.988
C 1.332 0.946 0.659
C 0.422 1.652 -0.193
N -0.341 2.047 -0.953
S 2.772 0.306 -0.320
C 2.233 0.125 -2.058
O 3.172 -0.934 0.228
O 3.712 1.362 -0.442
H 0.613 2.476 3.174
H -0.674 1.950 2.082
H -0.092 0.946 3.508
H 2.044 0.410 2.521
H 3.078 0.507 -2.591
H 2.071 -0.881 -2.424
H 1.307 0.697 -2.134
C -1.822 -0.521 -1.534
C -1.074 -1.090 -0.369
O 0.106 -0.828 -0.204
H -1.409 0.495 -1.660
H -1.866 -1.122 -2.504
H -2.767 -0.327 -1.172
H -1.579 -1.610 0.403
*
```

SMILES   C/C=C(\C#N)S(C)(=O)=O.CC=O
HOMO-LUMO gap   10.0694 eV
Highest occupied orbital energy   -10.0 eV
Energy relative to the best compared isomer or geometry (same formula, charge and spin)   99.6 kcal per mole

=====

[4]
The following is a quantum chemistry calculation of a 2-piece molecular cluster, C5H12O2 overall, from OMol25.

The geometry in ORCA input format:
```
! wB97M-V def2-TZVPD RIJCOSX def2/J DEFGRID3
* xyz 0 1
C 2.033 0.085 0.643
C 0.778 0.215 -0.328
O -0.335 1.319 -0.553
C -1.634 0.710 -0.540
C -1.304 -0.695 -0.990
C -0.090 -1.004 -0.141
O -0.403 -1.101 1.242
H 2.851 0.785 0.438
H 1.846 0.064 1.718
H 2.454 -0.916 0.409
H 1.227 0.280 -1.311
H -2.106 0.727 0.457
H -2.341 1.206 -1.229
H -2.103 -1.432 -0.907
H -0.967 -0.630 -2.031
H 0.451 -1.893 -0.482
H -1.205 -1.624 1.330
H 0.690 1.921 1.401
H 0.156 1.985 0.875
*
```

SMILES   C[C@@H]1OCC[C@@H]1O.[H][H]
HOMO-LUMO gap   10.2346 eV
Highest occupied orbital energy   -9.4 eV
Energy relative to the best compared isomer or geometry (same formula, charge and spin)   79.9 kcal per mole

=====

[5]
The following is a quantum chemistry calculation of a 2-piece molecular cluster, C2H6IN2 overall, from OMol25.

The geometry in ORCA input format:
```
! wB97M-V def2-TZVPD RIJCOSX def2/J DEFGRID3
* xyz 1 1
C 0.804 0.337 0.025
C -2.133 -1.686 0.157
N 0.501 1.625 0.115
N 2.035 -0.083 -0.220
I -3.174 0.080 -0.048
H -1.364 -1.781 -0.577
H -2.495 -2.330 0.864
H -0.377 1.951 0.433
H 1.093 2.410 -0.306
H 2.262 -0.978 0.110
H 2.849 0.455 -0.553
*
```

HOMO-LUMO gap (alpha / beta)   4.5579 / 8.7036 eV
Highest occupied orbital energy (alpha / beta)   -12.0 / -14.2 eV
Energy relative to the best compared isomer or geometry (same formula, charge and spin)   98.4 kcal per mole

=====

[6]
The following is a quantum chemistry calculation of one molecule with the formula C6H10O, from OMol25.

The geometry in ORCA input format:
```
! wB97M-V def2-TZVPD RIJCOSX def2/J DEFGRID3
* xyz 0 1
C -1.391 -2.490 -0.101
C -0.312 -1.454 0.007
C 1.062 -1.914 0.436
C -0.589 -0.180 -0.219
C 0.338 0.942 -0.135
C -0.038 2.214 -0.064
O 0.920 3.200 0.005
H -1.422 -2.966 -1.085
H -1.241 -3.284 0.625
H -2.374 -2.051 0.075
H 1.207 -2.973 0.229
H 1.213 -1.726 1.497
H 1.841 -1.365 -0.073
H -1.602 0.096 -0.498
H 1.406 0.746 -0.103
H -1.052 2.594 -0.108
H 0.497 4.049 0.203
*
```

SMILES   CC(C)=C/C=C/O
HOMO-LUMO gap   8.6386 eV
Highest occupied orbital energy   -7.8 eV
Energy relative to the best compared isomer or geometry (same formula, charge and spin)   16.6 kcal per mole